[1]
{"formula": "C4H6O2", "method": "the ωB97M-V functional and the def2-TZVPD basis", "homo_energy_ha": -0.3495, "smiles": "O=C1CCOC1", "de_lowest_kj_mol": 210.9, "elements": ["O", "C", "C", "C", "O", "C", "H", "H", "H", "H", "H", "H"], "coordinates": [[0.850, 1.914, 0.970], [0.398, 1.020, 0.286], [-1.008, 0.739, -0.129], [-0.758, -1.077, -0.048], [0.459, -1.119, -0.724], [1.268, -0.157, -0.069], [-1.207, 0.698, -1.190], [-1.678, 1.539, 0.287], [-0.637, -1.376, 1.000], [-1.429, -1.800, -0.559], [2.086, 0.159, -0.711], [1.654, -0.538, 0.887]], "atomic_forces_ev_per_a": [[-0.7387, -0.0332, -0.5051], [0.4081, -0.0072, 0.1413], [-0.0681, -1.4086, -0.0545], [-0.6150, 1.3356, 0.3362], [0.0169, 0.3885, 0.2286], [0.4090, -0.1494, -0.0452], [0.4784, 0.4506, -0.4744], [0.0737, -1.6092, 0.3198], [-0.1196, 0.1598, -0.0198], [-0.0712, 1.1625, 0.2588], [0.0855, -0.1645, -0.0263], [0.1410, -0.1248, -0.1593]], "nbo_charge": [-0.54, 0.54, -0.57, -0.02, -0.51, -0.19, 0.24, 0.25, 0.17, 0.21, 0.22, 0.19]}

[2]
{"formula": "C4H6O2", "method": "the ωB97M-V functional and the def2-TZVPD basis", "homo_energy_ha": -0.3605, "smiles": "C[C@@H]1O[C@@H]1C=O", "de_lowest_kj_mol": 369.9, "elements": ["C", "C", "O", "C", "C", "O", "H", "H", "H", "H", "H", "H"], "coordinates": [[1.141, -0.929, -0.068], [0.549, 0.573, -0.022], [0.288, 0.781, 1.326], [-0.785, 1.050, 0.437], [-1.654, -0.125, -0.116], [-1.716, -1.286, 0.167], [2.116, -0.701, -0.436], [0.544, -1.553, -0.661], [1.260, -1.382, 0.886], [1.133, 1.307, -0.421], [-1.212, 2.093, 0.196], [-1.664, 0.173, -1.288]], "atomic_forces_ev_per_a": [[-0.6258, 3.1361, -1.0774], [0.4938, -3.5661, 1.7616], [-1.8776, 2.0157, 1.5213], [-1.1971, -1.3847, -0.7128], [2.0605, 0.6319, -2.5567], [-0.6678, 0.6998, 0.8608], [0.8233, -0.6340, -0.7527], [-0.3660, -0.9891, -1.1553], [-0.3554, 0.1709, 1.0665], [1.7931, 1.7741, -1.3853], [1.1412, -1.6066, 0.6225], [-1.2222, -0.2480, 1.8075]], "nbo_charge": [-0.61, 0.08, -0.45, -0.05, 0.41, -0.51, 0.21, 0.22, 0.23, 0.17, 0.22, 0.09]}

[3]
{"formula": "C4H6O2", "method": "the ωB97M-V functional and the def2-TZVPD basis", "homo_energy_ha": -0.3295, "de_lowest_kj_mol": 385.3, "elements": ["C", "C", "C", "O", "C", "O", "H", "H", "H", "H", "H", "H"], "coordinates": [[0.887, 0.776, 0.491], [-0.061, -0.170, -0.214], [-0.898, -1.682, 1.451], [-1.102, -0.658, 0.678], [-0.785, 0.442, -1.399], [-0.324, 1.339, -2.059], [0.391, 1.712, 0.762], [1.287, 0.304, 1.395], [1.721, 1.010, -0.176], [0.475, -1.059, -0.576], [0.176, -1.992, 1.273], [-1.766, -0.024, -1.626]], "atomic_forces_ev_per_a": [[0.0475, 0.0560, 0.0376], [0.2405, 0.0283, -0.0718], [0.1547, 0.2913, -0.1114], [-0.0659, -0.2508, 0.2147], [0.1901, 0.3145, -0.2768], [-0.2340, -0.4419, 0.3113], [0.0284, -0.1736, -0.0364], [-0.0710, 0.0472, -0.1630], [-0.1668, -0.0020, 0.0930], [-0.0203, 0.1060, -0.0103], [-0.1848, -0.0821, 0.0188], [0.0817, 0.1071, -0.0057]], "nbo_charge": [-0.63, -0.03, 0.15, -0.48, 0.42, -0.49, 0.23, 0.22, 0.24, 0.21, 0.03, 0.13]}

[4]
{"formula": "C4H6O2", "method": "the ωB97M-V functional and the def2-TZVPD basis", "homo_energy_ha": -0.3367, "smiles": "C=C=O.CC=O", "de_lowest_kj_mol": 163.9, "elements": ["C", "C", "O", "H", "H", "C", "C", "O", "H", "H", "H", "H"], "coordinates": [[-1.052, 0.014, -1.974], [-0.801, 1.167, -1.398], [-0.563, 2.193, -0.892], [-0.925, -0.095, -3.043], [-1.417, -0.796, -1.355], [1.232, -0.615, 0.961], [-0.023, -0.044, 1.565], [-1.143, -0.264, 1.165], [0.983, -1.284, 0.136], [1.800, -1.159, 1.727], [1.868, 0.200, 0.591], [0.135, 0.627, 2.433]], "atomic_forces_ev_per_a": [[0.0016, 0.1102, 0.0475], [0.1456, 0.6086, 0.2315], [-0.1973, -0.9313, -0.4525], [0.0029, 0.0828, 0.1593], [0.0421, 0.1434, -0.0535], [-0.0921, -0.0797, -0.0916], [-0.2046, -0.0561, -0.1000], [0.5384, 0.0397, 0.1903], [0.0388, 0.0617, 0.0762], [-0.1013, 0.1512, -0.1010], [-0.1189, -0.1032, 0.1284], [-0.0553, -0.0275, -0.0347]], "nbo_charge": [-0.80, 0.73, -0.47, 0.26, 0.28, -0.73, 0.45, -0.54, 0.23, 0.24, 0.24, 0.11]}

[5]
{"formula": "C4H6O2", "method": "the ωB97M-V functional and the def2-TZVPD basis", "homo_energy_ha": -0.3634, "de_lowest_kj_mol": 403.3, "elements": ["C", "C", "C", "C", "H", "H", "H", "H", "H", "H", "O", "O"], "coordinates": [[2.050, -0.077, -0.045], [0.587, 0.142, 0.373], [-0.380, -0.475, -0.298], [-1.871, -0.237, -0.060], [2.274, -0.920, -0.905], [2.302, 1.010, -0.511], [2.679, -0.625, 1.227], [0.442, 0.991, 1.191], [0.070, -0.926, -1.108], [-3.332, 1.052, 0.025], [-2.141, 1.070, -0.132], [-2.679, -1.005, 0.244]], "atomic_forces_ev_per_a": [[0.9270, -0.7141, 0.9620], [0.6842, 1.3546, 1.0896], [-0.7066, 1.9268, 1.7673], [3.9203, 2.5319, -0.6948], [-0.8758, 2.1269, 2.3585], [0.5753, -2.6174, 1.6271], [-1.3791, 2.1941, -4.1090], [0.1271, -2.1911, -1.6474], [-0.3201, -1.9141, -1.8660], [5.2999, 0.2191, -0.5574], [-5.3431, 0.6619, 0.2856], [-2.9092, -3.5785, 0.7844]], "nbo_charge": [-0.64, -0.15, -0.35, 0.78, 0.23, 0.24, 0.21, 0.22, 0.22, 0.49, -0.67, -0.57]}

[6]
{"formula": "C4H6O2", "method": "the ωB97M-V functional and the def2-TZVPD basis", "homo_energy_ha": -0.3681, "smiles": "C[C@@]1(C=O)CO1", "de_lowest_kj_mol": 183.9, "elements": ["C", "C", "C", "O", "C", "O", "H", "H", "H", "H", "H", "H"], "coordinates": [[-0.821, -1.121, -0.203], [0.045, 0.064, 0.146], [1.531, -0.210, 0.163], [2.181, -0.358, -0.843], [-0.389, 1.446, -0.072], [-0.399, 0.867, 1.230], [-0.757, -1.872, 0.592], [-1.866, -0.812, -0.295], [-0.494, -1.575, -1.143], [1.988, -0.285, 1.171], [0.351, 2.230, -0.231], [-1.369, 1.626, -0.514]], "atomic_forces_ev_per_a": [[-0.0095, -0.0072, -0.0089], [0.0080, -0.1469, -0.1313], [0.1688, -0.0695, -0.3798], [-0.2802, 0.0097, 0.4567], [-0.0118, 0.1687, -0.2535], [-0.0223, -0.0032, 0.2401], [0.0108, 0.0660, -0.1274], [0.1367, -0.0152, 0.0159], [-0.0318, 0.0818, 0.1243], [-0.0118, 0.0869, -0.0680], [-0.1075, -0.1322, 0.0394], [0.1507, -0.0388, 0.0924]], "nbo_charge": [-0.62, 0.09, 0.43, -0.50, -0.09, -0.48, 0.22, 0.23, 0.23, 0.12, 0.19, 0.19]}

[7]
{"formula": "C4H6O2", "method": "the ωB97M-V functional and the def2-TZVPD basis", "homo_energy_ha": -0.3664, "smiles": "C[C@@]1(C=O)CO1", "de_lowest_kj_mol": 195.6, "elements": ["C", "C", "C", "O", "C", "O", "H", "H", "H", "H", "H", "H"], "coordinates": [[-0.965, -1.029, -0.110], [0.073, 0.060, 0.115], [1.522, -0.355, -0.034], [2.137, -0.268, -1.069], [-0.236, 1.486, -0.005], [-0.154, 0.858, 1.269], [-1.332, -1.353, 0.870], [-1.813, -0.663, -0.698], [-0.544, -1.898, -0.628], [1.990, -0.754, 0.890], [0.557, 2.201, -0.223], [-1.238, 1.782, -0.314]], "atomic_forces_ev_per_a": [[0.0296, -0.0281, -0.0466], [-0.0717, -0.1802, -0.0794], [0.1377, 0.0531, -0.4046], [-0.3169, -0.0833, 0.5385], [-0.0412, 0.1600, -0.2626], [0.0715, 0.0541, 0.2989], [0.0568, 0.0067, -0.2101], [0.1638, -0.0414, 0.1434], [-0.0440, 0.1964, 0.0559], [-0.0072, 0.0454, -0.0805], [-0.1128, -0.1390, -0.0042], [0.1344, -0.0438, 0.0513]], "nbo_charge": [-0.63, 0.09, 0.43, -0.50, -0.09, -0.48, 0.23, 0.23, 0.22, 0.12, 0.19, 0.19]}

[8]
{"formula": "C4H6O2", "method": "the ωB97M-V functional and the def2-TZVPD basis", "homo_energy_ha": -0.3605, "smiles": "CC1OO1.C#C", "de_lowest_kj_mol": 664.0, "elements": ["C", "C", "O", "O", "H", "H", "H", "H", "C", "C", "H", "H"], "coordinates": [[-0.817, 1.334, -0.729], [0.120, 1.049, 0.390], [1.506, 1.288, 0.379], [0.709, 1.967, 1.287], [-1.289, 2.382, -0.576], [-1.634, 0.587, -0.808], [-0.302, 1.319, -1.635], [-0.129, -0.014, 0.901], [0.713, -1.117, -2.890], [1.019, -1.853, -1.978], [0.124, -0.817, -3.742], [1.446, -2.493, -1.170]], "atomic_forces_ev_per_a": [[-1.8546, 2.1363, 1.3022], [0.5856, -3.2948, 2.4152], [0.9227, -1.4311, -2.4540], [-2.5989, 1.1095, 1.1572], [0.7452, -1.6672, -0.3675], [0.6032, 0.4555, 0.3780], [0.9129, 0.1578, -1.5396], [0.6855, 2.5340, -0.8983], [-0.7222, -1.3666, 0.4409], [0.8553, -0.1340, 0.4693], [0.5652, 0.4032, 0.2859], [-0.6999, 1.0974, -1.1895]], "nbo_charge": [-0.68, 0.34, -0.26, -0.26, 0.24, 0.23, 0.24, 0.15, -0.26, -0.23, 0.24, 0.25]}